Record 1
C49H85Br2N10O5PS | wB97M-V/def2-TZVPD

Cartesian coordinates (Å):
1 C -2.7230 -1.5877 3.9240
2 C -3.0589 -2.4799 2.7704
3 O -3.6504 -3.5412 2.9162
4 O -2.6826 -2.0382 1.5217
5 C -1.7832 -2.9214 0.8564
6 C -0.3097 -2.5528 0.9815
7 S -0.1376 -0.9923 1.8716
8 O 0.1912 -2.4864 -0.3851
9 C 1.2627 -1.6918 -0.5934
10 O 2.3884 -2.0235 -0.2550
11 C 1.0696 -0.3432 -1.2641
12 Br -0.7530 -0.1351 -1.9309
13 C 2.2134 -0.0482 -2.2420
14 C 2.7132 1.3904 -2.0566
15 Br 1.7642 -0.3737 -4.1147
16 P 0.4689 -3.8724 2.0791
17 C 0.9766 -5.1447 0.9010
18 O 1.9235 -3.2562 2.5533
19 H -1.6973 -1.7960 4.1952
20 H -3.3984 -1.7816 4.7352
21 H -2.7368 -0.5566 3.6000
22 H -1.9663 -3.9208 1.2363
23 H -2.0367 -2.9177 -0.1904
24 H 1.1828 -0.9827 2.1012
25 H 1.1230 0.3726 -0.4603
26 H 3.0187 -0.7258 -2.0291
27 H 3.5459 1.3406 -1.3684
28 H 1.9479 1.9995 -1.6098
29 H 3.0176 1.7945 -3.0051
30 H 1.3980 -5.9602 1.4635
31 H 0.0859 -5.5086 0.4085
32 H 1.7202 -4.8161 0.1872
33 H 1.7395 -2.8503 3.4047
34 C -1.7070 3.8050 -7.1029
35 C -1.5364 2.4099 -6.5121
36 C -0.6557 2.4054 -5.2597
37 C 0.7224 2.7910 -5.5500
38 N 1.8039 3.0883 -5.7902
39 H -0.7523 4.2111 -7.4443
40 H -2.3796 3.7711 -7.9613
41 H -2.1279 4.4900 -6.3720
42 H -1.1164 1.7372 -7.2621
43 H -2.5156 2.0099 -6.2421
44 H -0.6426 1.4104 -4.8115
45 H -1.0632 3.0853 -4.5094
46 C -3.8021 -5.5413 5.5150
47 C -3.6336 -5.9814 6.9634
48 C -3.3906 -4.8091 7.9211
49 C -2.1199 -4.1308 7.6646
50 N -1.1162 -3.6092 7.4721
51 H -2.8980 -5.0658 5.1338
52 H -4.0177 -6.4007 4.8822
53 H -4.6249 -4.8329 5.4099
54 H -2.8096 -6.6940 7.0366
55 H -4.5334 -6.5074 7.2853
56 H -3.3820 -5.1663 8.9523
57 H -4.2036 -4.0854 7.8436
58 C -0.7529 9.6259 -6.8102
59 C -0.7344 8.4574 -7.7895
60 C -2.0924 7.7579 -7.9074
61 C -2.4877 7.1108 -6.6602
62 N -2.7959 6.5980 -5.6818
63 H -0.9706 9.2908 -5.7951
64 H 0.2158 10.1235 -6.7942
65 H -1.5053 10.3642 -7.0940
66 H 0.0251 7.7355 -7.4874
67 H -0.4533 8.8182 -8.7793
68 H -2.0441 6.9989 -8.6916
69 H -2.8636 8.4726 -8.1997
70 C 5.9838 3.6701 0.7739
71 C 5.1209 4.7607 1.3967
72 C 3.6221 4.4551 1.3063
73 C 3.1394 4.4294 -0.0744
74 N 2.7625 4.3956 -1.1577
75 H 5.7918 3.5736 -0.2961
76 H 7.0401 3.9010 0.9034
77 H 5.7929 2.7043 1.2454
78 H 5.3296 5.7169 0.9146
79 H 5.3851 4.8687 2.4497
80 H 3.0534 5.2081 1.8542
81 H 3.4090 3.4918 1.7741
82 C -1.1355 -9.9447 7.8994
83 C -2.3371 -10.2789 8.7765
84 C -3.4685 -10.9628 8.0020
85 C -4.0498 -10.0826 6.9911
86 N -4.5061 -9.3918 6.1978
87 H -1.3995 -9.2296 7.1190
88 H -0.3378 -9.5046 8.4967
89 H -0.7399 -10.8410 7.4189
90 H -2.7128 -9.3686 9.2467
91 H -2.0238 -10.9456 9.5813
92 H -4.2586 -11.2690 8.6889
93 H -3.1010 -11.8680 7.5166
94 C -7.0884 5.8785 -2.1627
95 C -6.0944 5.1100 -3.0266
96 C -5.7298 5.8469 -4.3193
97 C -6.8731 5.9859 -5.2192
98 N -7.7692 6.0887 -5.9282
99 H -8.0425 6.0080 -2.6753
100 H -7.2807 5.3435 -1.2330
101 H -6.7021 6.8669 -1.9077
102 H -6.5012 4.1260 -3.2654
103 H -5.1762 4.9462 -2.4607
104 H -4.9413 5.3084 -4.8429
105 H -5.3296 6.8349 -4.0914
106 C 5.1476 -6.6414 -1.6601
107 C 5.7318 -7.2230 -0.3776
108 C 4.9415 -8.4280 0.1442
109 C 3.5880 -8.0612 0.5524
110 N 2.5252 -7.7732 0.8727
111 H 4.1411 -6.2534 -1.4981
112 H 5.7647 -5.8200 -2.0217
113 H 5.0989 -7.3966 -2.4465
114 H 5.7717 -6.4497 0.3908
115 H 6.7587 -7.5432 -0.5599
116 H 5.4527 -8.8669 1.0021
117 H 4.8834 -9.2028 -0.6217
118 C 4.9113 -0.7729 5.1506
119 C 4.3987 -1.4299 6.4292
120 C 3.2891 -2.4423 6.1303
121 C 2.1280 -1.7592 5.5702
122 N 1.2223 -1.2255 5.1095
123 H 4.1209 -0.2074 4.6534
124 H 5.7260 -0.0827 5.3715
125 H 5.2866 -1.5202 4.4506
126 H 4.0273 -0.6684 7.1176
127 H 5.2184 -1.9396 6.9366
128 H 2.9862 -2.9743 7.0329
129 H 3.6433 -3.1913 5.4200
130 C 4.6171 4.6396 7.2000
131 C 3.6082 4.1634 6.1610
132 C 4.0566 2.8911 5.4350
133 C 5.2526 3.1025 4.6215
134 N 6.1863 3.2907 3.9821
135 H 5.5653 4.9147 6.7363
136 H 4.2382 5.5151 7.7258
137 H 4.8131 3.8622 7.9406
138 H 3.4268 4.9569 5.4345
139 H 2.6556 3.9563 6.6504
140 H 3.2537 2.5411 4.7837
141 H 4.2461 2.0929 6.1546
142 C -4.3242 4.1173 -13.0950
143 C -4.2181 3.6769 -11.6394
144 C -3.6664 4.7738 -10.7234
145 C -2.2823 5.1195 -11.0470
146 N -1.2001 5.3848 -11.3196
147 H -3.3434 4.3483 -13.5125
148 H -4.7651 3.3266 -13.7008
149 H -4.9530 5.0041 -13.1911
150 H -3.5878 2.7893 -11.5688
151 H -5.2063 3.3949 -11.2736
152 H -3.7069 4.4445 -9.6847
153 H -4.2836 5.6710 -10.7959

Output
Max |F| ... 2.4 eV/A
SMILES ... CC(=O)OC[C@](S)(OC(=O)[C@H](Br)[C@H](C)Br)P(C)O.CCCC#N.CCCC#N.CCCC#N.CCCC#N.CCCC#N.CCCC#N.CCCC#N.CCCC#N.CCCC#N.CCCC#N
Highest occupied orbital energy ... -8.41 eV
LUMO ... 0.21 eV
Relative energy (zero: lowest compared OMol25 entry of this formula, charge and spin) ... 0.722 eV
Frontier orbital gap ... 0.3169 hartree



Record 2
C49H88N2O11 | wB97M-V/def2-TZVPD

Cartesian coordinates (Å):
1 C 1.4338 -5.3829 -0.7433
2 C 2.4595 -4.1032 -0.6077
3 C 2.3596 -3.0441 -1.8735
4 C 0.8230 -2.4286 -2.0228
5 O 0.6460 -1.1140 -1.3869
6 C -0.7896 -0.8634 -1.0572
7 C -1.9601 -1.2143 -2.1326
8 N -3.4370 -0.9857 -1.9673
9 C -3.6681 -0.3474 -0.6272
10 C -5.2473 0.0424 -0.2529
11 C -6.4301 -0.2934 -1.3481
12 O -7.7869 0.0841 -0.8977
13 C -8.6789 -0.3923 -1.9976
14 C -9.5435 -1.7141 -1.5098
15 O -8.6241 -2.8646 -1.2408
16 C -9.3196 -4.1471 -1.4355
17 C -10.4210 -4.4110 -0.2315
18 C -5.6930 0.7380 1.1756
19 C -4.5550 1.0600 2.3488
20 C -2.9872 0.6696 1.9533
21 C -2.5454 0.0007 0.4961
22 N -1.0802 -0.2536 0.2846
23 H 0.3253 -5.0014 -0.5363
24 H 1.6330 -6.2030 0.0999
25 H 1.5096 -5.8532 -1.8335
26 H 2.2041 -3.4632 0.3658
27 H 3.5529 -4.5387 -0.5825
28 H 3.1512 -2.1635 -1.7967
29 H 2.5933 -3.6706 -2.8582
30 H -0.0174 -3.2033 -1.7246
31 H 0.6802 -2.2516 -3.1948
32 H -1.6082 -1.6851 -3.1717
33 H -6.1691 0.3094 -2.3273
34 H -6.4323 -1.4640 -1.4983
35 H -9.3591 0.4666 -2.4380
36 H -7.9802 -0.7753 -2.8856
37 H -10.0567 -1.4754 -0.4792
38 H -10.2943 -2.0293 -2.3573
39 H -9.8141 -4.1587 -2.4963
40 H -8.5324 -5.0270 -1.3593
41 H -11.0373 -5.3894 -0.4896
42 H -9.8546 -4.6535 0.7896
43 H -11.1625 -3.5057 -0.1125
44 H -6.7989 1.0349 1.4363
45 H -4.8612 1.5294 3.4015
46 H -2.1795 0.9006 2.7992
47 C -7.0829 -1.6338 3.6543
48 C -7.6743 -0.8654 4.8079
49 C -8.8717 -1.7151 5.1738
50 O -8.5339 -3.0712 4.8514
51 C -7.3325 -3.0676 4.0678
52 H -6.0258 -1.4186 3.4788
53 H -7.6366 -1.4080 2.7352
54 H -6.9631 -0.8432 5.6420
55 H -7.9420 0.1646 4.5592
56 H -9.7505 -1.4397 4.5811
57 H -9.1292 -1.6419 6.2343
58 H -6.5209 -3.4453 4.6992
59 H -7.4489 -3.7374 3.2113
60 C 3.7589 2.0002 -1.5746
61 C 4.7776 2.1698 -2.6719
62 C 5.7938 1.1025 -2.3285
63 O 5.0783 0.0378 -1.6868
64 C 3.7576 0.5007 -1.3727
65 H 2.7721 2.3973 -1.8257
66 H 4.1084 2.4998 -0.6632
67 H 4.3175 1.9492 -3.6423
68 H 5.2109 3.1721 -2.7188
69 H 6.5405 1.4776 -1.6206
70 H 6.3123 0.7178 -3.2114
71 H 3.0595 0.0088 -2.0588
72 H 3.5004 0.2150 -0.3490
73 C 9.1171 5.0422 -4.2751
74 C 8.5257 5.8106 -3.1216
75 C 7.3283 4.9609 -2.7557
76 O 7.6661 3.6048 -3.0780
77 C 8.8675 3.6083 -3.8617
78 H 10.1742 5.2573 -4.4507
79 H 8.5634 5.2680 -5.1942
80 H 9.2369 5.8328 -2.2875
81 H 8.2580 6.8406 -3.3703
82 H 6.4495 5.2363 -3.3484
83 H 7.0708 5.0340 -1.6951
84 H 9.6791 3.2307 -3.2303
85 H 8.7511 2.9386 -4.7181
86 C -15.4207 -6.5579 -1.3384
87 C -15.1531 -5.2686 -0.6058
88 C -14.1587 -5.7037 0.4484
89 O -13.4112 -6.7935 -0.1091
90 C -14.0628 -7.2248 -1.3119
91 H -15.8062 -6.4161 -2.3512
92 H -16.1442 -7.1607 -0.7768
93 H -14.6854 -4.5463 -1.2851
94 H -16.0498 -4.8089 -0.1825
95 H -14.6665 -6.0716 1.3463
96 H -13.4763 -4.8995 0.7384
97 H -13.4467 -6.9037 -2.1589
98 H -14.1307 -8.3161 -1.3236
99 C 9.8439 5.9579 2.1192
100 C 10.8367 4.8267 2.0460
101 C 11.3539 4.9504 0.6294
102 O 11.2866 6.3402 0.2816
103 C 10.5147 7.0228 1.2794
104 H 9.6308 6.2903 3.1383
105 H 8.8994 5.6537 1.6526
106 H 11.6518 5.0020 2.7580
107 H 10.4027 3.8462 2.2576
108 H 10.7215 4.3989 -0.0743
109 H 12.3831 4.5945 0.5263
110 H 11.2041 7.6258 1.8802
111 H 9.7964 7.6911 0.7966
112 C 6.8772 11.4961 1.4179
113 C 7.8959 11.6657 0.3206
114 C 8.9121 10.5983 0.6639
115 O 8.1966 9.5337 1.3057
116 C 6.8759 9.9966 1.6197
117 H 5.8904 11.8932 1.1667
118 H 7.2266 11.9956 2.3292
119 H 7.4358 11.4451 -0.6499
120 H 8.3292 12.6680 0.2737
121 H 9.6588 10.9734 1.3718
122 H 9.4306 10.2136 -0.2190
123 H 6.1778 9.5047 0.9336
124 H 6.6187 9.7109 2.6434
125 C 13.9110 0.0421 1.4913
126 C 13.2462 -0.2264 0.1659
127 C 12.2984 0.9468 0.0434
128 O 12.9075 2.0475 0.7324
129 C 14.0187 1.5513 1.4915
130 H 14.8779 -0.4542 1.6065
131 H 13.2569 -0.2860 2.3078
132 H 13.9918 -0.1897 -0.6371
133 H 12.7377 -1.1926 0.1166
134 H 11.3405 0.7365 0.5307
135 H 12.1071 1.2243 -0.9972
136 H 14.9371 1.8834 0.9951
137 H 13.9946 1.9739 2.4997
138 C -7.3890 -8.7958 2.0672
139 C -8.0538 -9.0643 0.7418
140 C -9.0016 -7.8911 0.6193
141 O -8.3925 -6.7905 1.3083
142 C -7.2813 -7.2866 2.0674
143 H -6.4221 -9.2922 2.1825
144 H -8.0431 -9.1240 2.8838
145 H -7.3082 -9.0277 -0.0612
146 H -8.5623 -10.0305 0.6925
147 H -9.9595 -8.1015 1.1066
148 H -9.1929 -7.6136 -0.4213
149 H -6.3629 -6.9546 1.5710
150 H -7.3054 -6.8641 3.0757

Output
Max |F| ... 7.7 eV/A
SMILES ... CCCCOc1cnc2c(COCCOCC)cccc2n1.C1CCOC1.C1CCOC1.C1CCOC1.C1CCOC1.C1CCOC1.C1CCOC1.C1CCOC1.C1CCOC1
Highest occupied orbital energy ... -8.06 eV
LUMO ... -1.09 eV
Frontier orbital gap ... 0.2564 hartree



Q: What is the max |F| in the first record?
A: 2.4 eV/A



Q: Which of these has the highest highest occupied orbital energy?
A: C49H88N2O11